[1]
A cluster of 8 separate species, C41H61F21O18 in total, computed with wB97M-V/def2-TZVPD.

```
! RIJCOSX wB97M-V def2-TZVPD def2/J DEFGRID3
* xyz 0 1
F -6.41289 -6.81132 -5.21610
F -2.02806 5.10411 6.49869
F 2.72519 6.78261 -0.28507
F -2.57580 1.96196 -0.77984
F 0.84765 -8.56907 -3.98457
F -2.08322 0.80070 0.98117
F -6.22801 9.60230 2.74881
F -3.65849 4.67319 7.85180
F -8.08816 -5.54638 -4.66778
F -7.72636 9.78449 4.29584
F 0.27479 -9.27360 -2.02315
F -2.08364 -7.09117 0.26628
F -2.57918 -5.82305 1.95121
F -5.68685 9.29022 4.82350
F -0.99362 -7.27912 2.12990
F -4.05847 5.03714 5.75212
F 4.35810 6.79110 1.14010
F 0.57997 -10.69033 -3.63083
F -4.07928 1.59095 0.73482
F 2.79538 5.30889 1.29876
F -7.89731 -7.51829 -3.80459
O -1.05916 3.20598 1.31924
O 0.54855 -5.94388 0.43656
O 1.26425 7.18186 2.51910
O 1.48296 -0.88772 -0.69359
O -5.72448 -6.84486 -2.47171
O -4.10553 2.32223 6.71051
O -6.02140 6.99104 3.12244
O -0.85930 -4.19481 0.69394
O -7.94392 7.10730 4.30318
O 2.73258 8.74362 1.82212
O -1.49338 -9.24311 -5.01761
O -2.25615 -9.44237 -2.90106
O 3.87261 -1.48795 -2.43280
O -2.09464 2.54168 5.70717
O -6.24523 -4.68170 -2.88046
O 4.32965 0.25988 -3.76859
O 7.53115 -4.05356 -3.15123
O -3.16217 3.96140 1.62857
C -0.58286 4.34112 3.41840
C -2.37158 3.14926 1.24430
C -3.40786 -7.78178 -5.38332
C -6.16106 5.56060 2.96537
C -7.22390 -6.44086 -4.21143
C 7.27902 2.30353 -2.51915
C 8.02072 -0.51203 -4.22340
C 3.05011 6.57916 0.99644
C 2.04782 9.76770 2.58059
C 3.54980 -0.42473 -2.89642
C -0.20480 0.05826 -2.14579
C -7.07977 5.22618 1.81220
C 2.35046 -4.38998 0.98268
C -3.04017 2.98134 6.29144
C -6.97696 7.59839 3.80155
C 2.22427 7.52715 1.89486
C -0.50530 4.40880 1.91271
C -5.50738 -6.22996 -0.12591
C -1.57614 -6.41037 1.30497
C -1.37664 -9.37529 -3.70761
C 5.73265 0.39588 -3.38051
C 6.70817 1.07674 -0.29661
C 5.93493 1.88264 -3.12627
C -2.84513 -9.17610 -5.52645
C -3.33735 0.13253 7.46295
C 1.15983 -0.61975 -2.05973
C 8.16587 -3.03905 -3.92708
C 6.55240 -0.20643 -4.52057
C 0.11714 -9.47169 -3.32623
C 8.21270 -1.67277 -3.23599
C -6.34918 -5.85426 -3.08263
C -4.78721 -6.48114 -1.43109
C -0.57829 -5.35433 0.78296
C 1.57012 -5.07594 -0.11239
C -2.79027 1.84298 0.53687
C -6.65225 9.10451 3.91334
C 2.48458 9.75682 4.02768
C 7.78611 1.47477 -1.32682
C -4.12580 0.90427 6.42951
C -3.19607 4.48365 6.61583
C 2.26125 0.28649 -2.59287
H -2.28138 0.39797 7.42787
H 0.52127 4.44967 1.56404
H -3.71027 0.34637 8.46463
H 2.45677 1.05778 -1.84028
H 8.32169 0.58375 -1.66112
H 6.99495 1.36295 0.71733
H -2.75425 -7.05668 -5.86968
H -8.09469 5.57415 2.00373
H -5.15730 5.19117 2.77612
H -3.49637 -7.50847 -4.33196
H 9.18874 -1.54710 -2.75354
H 0.70548 -1.23648 -0.24510
H 9.18154 -3.37253 -4.17106
H -4.20804 -5.61425 -1.74760
H -3.74887 0.73168 5.42243
H -5.17849 0.63302 6.45263
H -2.76716 -9.46928 -6.57067
H 3.56699 9.86278 4.10020
H -6.72522 5.69780 0.89560
H 6.57318 -0.00866 -0.27360
H 8.52806 2.08919 -0.80781
H 5.87216 -0.20826 -2.48219
H 5.11836 2.25856 -2.50571
H -4.11494 -7.33181 -1.35432
H 8.57907 0.37191 -3.90788
H -0.09107 3.44323 3.79172
H 1.91607 0.79667 -3.49610
H -1.61848 4.31138 3.75019
H 2.20683 -5.72811 -0.70476
H -4.39043 -7.72732 -5.84092
H -6.10684 -7.09848 0.14789
H -0.23190 0.85578 -1.39907
H -6.51355 5.12478 3.89937
H 2.78915 -5.11934 1.66422
H 1.15005 -1.56837 -2.60927
H 6.06199 -1.15616 -4.76189
H 2.32017 10.70031 2.09263
H 8.48615 -0.81377 -5.17070
H 3.14727 -3.79327 0.54022
H -3.43053 -0.93665 7.27589
H -6.17175 -5.36997 -0.20669
H 7.46298 -1.66652 -2.43939
H 2.01582 10.58322 4.56054
H 5.73100 1.51125 -0.51034
H 1.70864 -3.72752 1.56298
H -4.78728 -6.03668 0.66659
H -0.36789 0.52211 -3.12222
H 7.60601 -2.97219 -4.86252
H 2.19913 8.82599 4.51631
H 8.04211 2.33153 -3.30219
H 6.44965 0.44784 -5.39327
H -1.01784 -0.64965 -1.96968
H 5.82682 2.37507 -4.10031
H -0.10285 5.21511 3.85557
H -3.46136 -9.91118 -5.01057
H 7.18056 3.33842 -2.17335
H 1.10442 -4.35534 -0.78285
H -7.10490 4.14742 1.66235
H 7.94833 -4.05228 -2.28363
H 0.97235 9.62944 2.48161
H -1.03027 5.28136 1.52635
*
```

Results
- E_HOMO: -10.1 eV
- SMILES: CCCC[C@H](CCCCO)OC(=O)C[C@H](C)O.CCOC(=O)C(F)(F)F.CCOC(=O)C(F)(F)F.CCOC(=O)C(F)(F)F.CCOC(=O)C(F)(F)F.CCOC(=O)C(F)(F)F.CCOC(=O)C(F)(F)F.CCOC(=O)C(F)(F)F
- HOMO-LUMO gap: 10.5 eV
- Calculated total energy: -5050.5218 Ha

=====

[2]
A cluster of 2 separate species, CH6N2S in total, computed with wB97M-V/def2-TZVPD.

```
! RIJCOSX wB97M-V def2-TZVPD def2/J DEFGRID3
* xyz 0 1
S -1.55693 -0.36073 -1.09680
N -0.75498 0.77515 -0.18320
N -1.07522 0.73685 1.16152
C 1.60352 -0.46807 -0.31095
H 1.25566 -1.48575 -0.64780
H -1.75067 -0.02349 1.43270
H 1.54233 -0.40423 0.67984
H -0.49630 -0.38514 -1.88699
H -0.49114 1.25029 1.77019
H 1.72373 0.36511 -0.91852
*
```

Results
- E_HOMO (spin up / spin down): -8.2 / -7.4 eV
- HOMO-LUMO gap (spin up / spin down): 8.8 / 7.9 eV
- Calculated total energy: -549.2065 Ha
- Energy above the lowest of the compared OMol25 structures with the same formula, charge and spin: 474.5 kJ/mol

=====

[3]
A cluster of 2 separate species, C9H14 in total, computed with wB97M-V/def2-TZVPD.

```
! RIJCOSX wB97M-V def2-TZVPD def2/J DEFGRID3
* xyz 1 2
C -2.39378 -0.32187 -1.67181
C -1.29478 0.31020 -0.91298
C 0.96907 0.97888 -0.66873
C 1.08222 -2.30306 1.25671
C 0.68919 1.68301 0.55706
C -0.58833 1.65630 1.05356
C 2.56999 -2.01017 1.03252
C -0.00022 0.34489 -1.41640
C -1.56398 0.96376 0.35242
H -2.59833 0.94269 0.69008
H 0.94404 -3.35027 1.51644
H 0.87391 -1.89146 2.24122
H 3.26128 -2.75264 1.41863
H 2.80326 -1.06944 1.55472
H 1.93286 1.02645 -1.16681
H -2.03368 -0.93157 -2.47945
H 2.95540 -1.69609 0.05318
H -0.85394 2.16236 1.96837
H -2.86341 -1.09607 -1.03898
H 1.51915 2.17336 1.05112
H 0.38911 -2.07297 0.45869
H 0.23387 -0.11512 -2.36507
H -3.13739 0.39877 -1.97053
*
```

Results
- E_HOMO (spin up / spin down): -14.3 / -14.3 eV
- HOMO-LUMO gap (spin up / spin down): 9.9 / 6.0 eV
- Calculated total energy: -350.9890 Ha
- Energy above the lowest of the compared OMol25 structures with the same formula, charge and spin: 52.6 kJ/mol

=====

[4]
A structure of composition C12H12BiN6SbSe4, computed with wB97M-V/def2-TZVPD.

```
! RIJCOSX wB97M-V def2-TZVPD def2/J DEFGRID3
* xyz 0 1
Bi -0.13382 0.88575 -0.26409
Sb -1.16161 4.53635 0.08050
Se -1.21174 5.58274 -2.05498
Se -2.34810 2.07404 -0.23002
Se 1.09688 3.03673 0.17125
Se -1.71013 5.30550 2.26323
N 2.67172 0.31095 0.02372
N -1.99390 -1.38810 0.02839
N 0.97011 -5.26452 0.03131
N -2.82577 -3.47415 0.01174
N -3.80783 -2.56744 0.06556
N 0.64719 -2.51101 -0.19558
C -0.22931 -4.70544 0.05202
C 4.75186 0.25673 -1.14573
C -3.30342 -1.32622 0.07732
C -1.73757 -2.73157 -0.00946
C 3.37620 0.37538 -1.10518
C 5.45392 0.06240 0.04242
C -0.39798 -3.32256 -0.05617
C 1.84718 -3.07888 -0.22521
C 6.95122 -0.02208 0.04764
C 4.71233 -0.02036 1.21561
C 3.33522 0.11371 1.15897
C 2.01168 -4.45104 -0.10659
H 2.99223 -4.91072 -0.11819
H -1.08479 -5.36013 0.15864
H 2.80391 0.53672 -2.01425
H -4.77009 -2.85573 0.09670
H 5.27830 0.32945 -2.08885
H 7.33277 -0.27861 1.03375
H -3.88680 -0.42006 0.11836
H 5.20286 -0.16955 2.16865
H 2.69408 -2.41390 -0.34412
H 2.73202 0.06391 2.05972
H 7.37345 0.94080 -0.24480
H 7.30024 -0.76402 -0.67101
*
```

Results
- E_HOMO: -7.7 eV
- HOMO-LUMO gap: 5.8 eV
- Calculated total energy: -10853.6498 Ha